1.
Molecular formula: C5H5N3O
Method: DFT, ωB97M-V/def2-TZVPD

For the gap between HOMO and LUMO, the calculation gives 10.2 eV. The HOMO energy comes out at -0.3512 hartree. Its SMILES is N#C[C@@]1(O)[C@@H]2NN=C[C@@H]21. The LUMO energy is 0.617 eV. The calculation puts the energy above the lowest of the compared OMol25 structures with the same formula, charge and spin at 56.0 kcal per mole.

Geometry as XYZ:
```
14
C5H5N3O ωB97M-V/def2-TZVPD
H 0.02 -1.93 -0.63
O 0.62 -1.34 -1.10
C 0.00 -0.02 0.91
H 0.42 1.97 -0.20
H -1.78 1.37 -1.62
N 3.42 0.19 0.10
C 0.00 0.97 -0.26
N -2.03 -0.16 -0.25
H -1.76 -0.90 1.61
C -1.35 0.75 -0.84
C 2.31 -0.04 -0.11
N -1.25 -0.75 0.76
C 0.91 -0.29 -0.26
H 0.45 0.18 1.89
```



2.
Molecular formula: C35H59N3O8PPtSiTe
Method: DFT, ωB97M-V/def2-TZVPD

Its charge is -1. For the gap between HOMO and LUMO, the calculation gives 6.0 eV. The HOMO energy comes out at -0.1555 hartree. The LUMO energy is 1.747 eV.

Geometry as XYZ:
```
109
C35H59N3O8PPtSiTe ωB97M-V/def2-TZVPD
C -0.32 -3.48 -4.96
H -3.44 -3.48 -5.10
H 1.80 0.19 -1.08
C 1.65 2.40 3.94
C 5.71 -2.62 3.21
C 4.39 -3.06 3.20
C 4.99 -0.40 2.73
H -5.50 -4.96 -3.53
O -0.48 3.15 -0.07
O 1.91 2.14 0.72
C -3.29 -2.82 2.24
H -0.21 -4.78 3.46
H -3.23 0.45 -2.59
C -2.94 2.51 -3.12
N -1.78 -1.56 0.91
H 3.39 0.47 -1.82
H -4.83 -4.70 -1.90
H -0.92 2.97 4.74
C -4.66 -4.54 -2.97
C -0.71 1.91 4.63
H -1.42 -1.79 -5.75
C -0.48 -1.99 -5.23
H -1.08 -3.81 -4.26
H -2.87 4.11 0.56
H 0.66 -3.68 -4.52
C 0.61 0.18 3.40
H -4.31 -3.02 2.54
C -0.76 -2.24 1.45
O -0.15 2.25 2.36
C -0.76 4.50 0.28
H 1.03 -0.23 4.32
N 0.10 -3.92 3.04
H 4.47 1.81 0.89
H 1.30 0.04 2.57
C 6.03 -1.29 2.97
N 1.99 -2.53 2.92
C 3.67 -0.83 2.73
Si 0.26 1.94 0.78
O -2.16 0.55 -4.37
H -1.88 3.95 2.02
C 7.46 -0.82 2.96
O 2.07 -4.66 3.77
C 4.15 2.44 0.06
H 1.29 5.18 0.41
C -2.57 -1.88 -1.85
H -2.75 3.11 -4.01
C 0.39 5.16 1.04
H -3.83 2.89 -2.61
H 0.62 4.59 1.93
H 6.50 -3.34 3.40
H 2.12 1.95 4.82
C 2.76 1.99 -0.41
H 5.21 0.64 2.54
C 1.46 -3.74 3.26
C -2.04 4.54 1.13
C -4.26 -2.84 -4.77
H -1.63 1.40 4.35
O -0.14 0.50 0.31
H -2.29 5.57 1.40
H -3.75 -5.06 -3.26
H 0.21 -1.96 1.06
H 1.45 3.45 4.14
C -4.53 -3.04 -3.27
H 2.89 -0.11 2.54
H -3.81 -1.26 0.84
H -2.42 -4.26 3.59
Pt -1.35 -0.70 -0.87
H -0.15 5.08 -1.71
Te 0.81 1.38 -5.36
P -0.64 0.28 -3.86
C 2.81 0.54 -0.89
H -1.06 6.33 -0.83
H -0.33 -0.33 3.16
H 2.34 2.34 3.09
H -1.91 4.93 -1.52
O -0.48 0.58 -2.39
C -3.17 1.06 -3.49
C 2.29 2.88 -1.57
C 0.35 1.68 3.56
H 7.80 -0.65 1.94
C -2.24 -3.51 2.83
O -0.47 -1.32 -3.98
H -5.15 -3.09 -5.36
H 0.13 6.18 1.31
C -0.99 5.26 -1.03
H -2.10 2.59 -2.44
C -0.94 -3.20 2.43
H -3.99 -1.81 -4.97
H 4.88 2.35 -0.76
H 3.27 -0.10 -0.14
C -3.44 -2.44 -2.49
H 4.17 -4.10 3.39
H 7.58 0.11 3.51
C -5.83 -2.32 -2.89
H 2.16 3.91 -1.23
C 3.36 -2.16 2.97
H -6.68 -2.72 -3.44
H 1.34 2.51 -1.95
H 8.12 -1.57 3.41
H -0.37 1.51 5.59
C -3.03 -1.85 1.30
H -5.74 -1.25 -3.12
H 3.03 2.87 -2.38
H -6.02 -2.42 -1.82
H 4.11 3.48 0.39
H -4.10 0.94 -4.05
H 0.34 -1.61 -5.85
H -0.40 -4.03 -5.90
H 1.35 -1.79 2.70
```



3.
Molecular formula: C43H36F3N4O5Tc
Method: DFT, ωB97M-V/def2-TZVPD

Its charge is +1. For the gap between HOMO and LUMO (spin up / spin down), the calculation gives 6.9 / 6.4 eV. The HOMO energy (spin up / spin down) comes out at -0.4061 / -0.4061 hartree. Its expectation value of S² is 3.7759. The LUMO energy (spin up / spin down) is -4.189 / -4.614 eV. Its multiplicity is 4.

Geometry as XYZ:
```
92
C43H36F3N4O5Tc ωB97M-V/def2-TZVPD
C 1.90 -4.08 3.35
C 4.72 -3.19 -3.13
H -2.81 1.63 5.82
C 0.91 -3.68 1.19
N -0.09 1.15 -2.38
O 1.22 3.83 2.44
H 1.77 -1.92 -3.84
C 0.97 3.19 1.46
H 1.97 -4.22 -1.43
H -3.79 1.03 -2.21
H 3.47 -1.54 1.74
C 2.81 -3.06 3.11
C 4.83 -1.91 -2.61
H -0.96 -1.13 1.68
H 3.61 -5.03 -3.07
C 2.29 3.95 -2.44
C -5.40 -0.71 3.00
C 1.79 -2.63 0.96
H -3.86 -0.48 -4.46
C -0.05 -0.78 -3.88
H 1.39 0.10 4.48
H -1.72 4.71 1.88
C -4.19 -0.34 2.18
O 1.96 -0.37 0.04
C 2.84 -2.26 -1.28
Tc -0.14 1.02 -0.32
F -6.08 0.39 3.37
C 0.74 2.03 -3.04
C 2.81 4.75 -1.44
C -2.27 3.78 1.73
H 5.45 -3.55 -3.85
H -2.06 3.46 0.70
H 2.76 5.14 0.71
N -1.99 0.39 0.71
H -0.15 -2.47 -5.18
C 0.96 -4.40 2.38
C 1.44 -0.90 -3.68
H -5.20 1.25 1.12
H 1.83 1.10 3.10
C -0.26 1.16 3.62
O -0.45 -0.80 -0.82
C -0.72 1.98 2.61
C 0.35 -1.89 -0.96
H 3.48 5.57 -1.68
C 1.44 2.93 -2.08
C -2.16 0.34 -3.45
C 2.75 -2.34 1.93
C -3.00 -1.02 2.33
H 1.96 -0.25 -4.39
C 2.43 4.53 -0.12
C -2.62 2.61 3.92
C -2.22 1.73 4.92
H 4.06 -0.45 -1.31
H 0.17 -3.95 0.44
C -0.79 0.21 -3.24
H -3.33 4.02 1.80
C -2.79 -0.58 -4.28
H -3.52 3.20 4.04
C -1.87 2.76 2.76
C -3.00 1.45 -2.85
C -1.91 -0.63 1.58
H 1.94 -4.64 4.28
C 2.77 -3.56 -1.77
O 0.90 2.14 -4.23
C 1.57 3.49 0.14
C 3.69 -4.02 -2.69
C 1.75 -1.78 -0.31
H 0.98 -0.42 2.85
H 3.57 -2.82 3.84
H -2.59 -2.31 -5.53
C -0.71 -1.68 -4.70
H -2.90 -1.84 3.03
N 1.10 2.70 -0.82
C -3.15 1.04 0.55
N 0.06 2.13 1.38
H 5.65 -1.27 -2.91
C 1.06 0.45 3.50
H 2.51 4.09 -3.50
H 1.74 -0.60 -2.68
H -0.68 0.38 5.57
C 3.90 -1.46 -1.69
C -4.28 0.70 1.26
C -2.08 -1.59 -4.90
H -3.17 1.84 -0.17
F -5.05 -1.37 4.11
H 0.27 -5.21 2.54
H -2.41 2.15 -2.26
O -0.04 -2.87 -1.51
C -1.03 1.03 4.77
H -3.50 2.02 -3.63
H 2.69 -0.03 -0.48
F -6.22 -1.49 2.29
```



4.
Molecular formula: C7H13N2O
Method: DFT, ωB97M-V/def2-TZVPD

Its charge is +1. For the gap between HOMO and LUMO, the calculation gives 9.3 eV. The HOMO energy comes out at -0.4705 hartree. The LUMO energy is -3.469 eV. The calculation puts the energy above the lowest of the compared OMol25 structures with the same formula, charge and spin at 138.1 kcal per mole.

Geometry as XYZ:
```
23
C7H13N2O ωB97M-V/def2-TZVPD
C -0.94 -0.82 -0.08
H -0.28 -2.45 -1.30
H -0.12 0.99 -0.79
H 2.25 -2.40 -0.90
H -2.16 1.48 1.10
H -3.03 -0.91 0.48
H 3.85 1.81 -0.81
C -2.04 -1.50 0.47
H 1.37 -0.03 0.82
C -2.10 1.51 0.09
H 2.43 2.12 0.15
C 0.19 -1.68 -0.61
H -2.30 -2.54 -0.02
H -2.25 3.50 0.03
O -1.64 2.84 -0.24
H -1.84 -1.95 1.51
N 3.15 1.40 -0.16
C 1.50 -1.56 -0.48
C -1.00 0.53 -0.31
H 2.55 -1.19 1.23
N 2.07 -0.57 0.46
H -2.90 1.29 -0.57
C 3.23 0.11 -0.09
```



5.
Molecular formula: C3HO4
Method: DFT, ωB97M-V/def2-TZVPD

Its charge is -1. For the gap between HOMO and LUMO, the calculation gives 9.5 eV. The HOMO energy comes out at -0.1941 hartree. The LUMO energy is 4.193 eV. The calculation puts the energy above the lowest of the compared OMol25 structures with the same formula, charge and spin at 85.9 kcal per mole.

Geometry as XYZ:
```
8
C3HO4 ωB97M-V/def2-TZVPD
C 1.19 1.64 0.93
O -1.60 -1.08 -1.42
O -0.13 0.47 1.15
O 1.03 0.56 -0.47
H 0.59 2.48 0.55
C -0.75 -1.41 -0.60
C 0.03 -0.17 0.00
O -0.36 -2.48 -0.14
```



6.
Molecular formula: C25H28O2
Method: DFT, ωB97M-V/def2-TZVPD

For the gap between HOMO and LUMO, the calculation gives 8.6 eV. The HOMO energy comes out at -0.3006 hartree. Its SMILES is Cc1ccc(/C=C/[C@@H](c2ccc(C)cc2)C2C(=O)CC(C)(C)CC2=O)cc1. The LUMO energy is 0.443 eV.

Geometry as XYZ:
```
55
C25H28O2 ωB97M-V/def2-TZVPD
C -4.13 -1.91 -0.23
H -3.38 -1.41 5.39
H -5.16 -2.20 0.06
H 7.65 -1.08 -0.47
H 5.54 -4.01 -1.52
C 3.95 -1.51 0.98
C -2.45 -1.12 4.91
C 3.18 -2.61 0.52
C -2.68 -0.14 -1.12
H 3.51 -0.82 1.70
H -4.41 1.50 0.22
C -1.61 -1.67 0.86
H -1.19 -2.48 0.22
H 7.22 -1.84 -2.01
C 0.02 -0.48 3.75
C 7.21 -1.98 -0.92
H -6.19 -0.38 -1.43
C 1.75 -2.75 0.93
C -0.88 -1.32 3.09
H -3.75 0.25 1.32
H 0.32 0.83 5.44
C -2.06 -1.71 3.72
H -2.63 -2.53 3.32
H 7.87 -2.82 -0.70
C -1.61 -0.41 -0.04
C 3.81 -3.54 -0.35
C -4.47 0.45 0.52
C -1.62 -0.16 5.50
H -2.62 0.91 -1.46
C -2.11 0.56 6.73
C 5.82 -2.20 -0.40
C -5.19 -0.17 -1.81
H -2.20 -0.13 7.58
H -3.10 0.99 6.54
H -5.48 0.23 0.87
H -5.01 -0.78 -2.69
C -4.15 -0.43 -0.70
H 5.81 -0.45 0.84
O -3.39 -3.23 1.54
H -5.16 0.89 -2.10
C 0.94 -1.73 1.34
H -3.89 -2.52 -1.16
H -1.42 1.37 7.01
O -0.55 0.17 -0.16
C 5.24 -1.31 0.51
H 1.37 -0.74 1.44
H -0.55 -2.99 2.02
C -0.37 0.13 4.94
H 1.05 -0.40 3.41
C -3.15 -2.25 0.88
H 1.37 -3.79 0.84
H 3.23 -4.42 -0.68
C -0.57 -1.98 1.84
H -2.49 -0.80 -2.02
C 5.09 -3.32 -0.82
```



7.
Molecular formula: C5H14
Method: DFT, ωB97M-V/def2-TZVPD

Its charge is +1. For the gap between HOMO and LUMO (spin up / spin down), the calculation gives 10.7 / 3.0 eV. The HOMO energy (spin up / spin down) comes out at -0.5116 / -0.5115 hartree. Its expectation value of S² is 0.7528. The LUMO energy (spin up / spin down) is -3.269 / -10.947 eV. Its multiplicity is 2. The calculation puts the energy above the lowest of the compared OMol25 structures with the same formula, charge and spin at 48.2 kcal per mole.

Geometry as XYZ:
```
19
C5H14 ωB97M-V/def2-TZVPD
H 0.39 -2.23 2.79
H 0.85 1.48 -3.66
H -1.99 -1.38 2.51
H 1.73 3.05 -1.60
H 0.69 1.71 -0.83
H 0.16 2.83 -1.98
H 0.02 -0.83 3.65
H 1.28 0.13 -2.51
C 1.51 1.22 -2.93
C -1.55 -1.67 0.48
H -2.02 -1.03 -0.22
H 0.93 -0.40 2.30
H -1.60 0.14 1.65
H -0.56 -1.82 0.08
C -1.28 -0.87 1.84
H 2.58 1.05 -3.03
C 1.11 2.21 -1.79
H -2.27 -2.49 0.66
C 0.03 -1.10 2.61
```



8.
Molecular formula: C2H16O5
Method: DFT, ωB97M-V/def2-TZVPD

For the gap between HOMO and LUMO, the calculation gives 11.6 eV. The HOMO energy comes out at -0.4164 hartree. Its SMILES is CC.O.O.O.O.O. The LUMO energy is 0.260 eV. The calculation puts the energy above the lowest of the compared OMol25 structures with the same formula, charge and spin at 26.0 kcal per mole.

Geometry as XYZ:
```
23
C2H16O5 ωB97M-V/def2-TZVPD
H 0.68 -2.32 0.79
H 0.01 -3.77 0.94
H -1.13 1.82 0.20
H -2.25 2.14 1.28
C -0.74 -1.54 2.08
O 0.02 -4.70 0.62
H -0.80 -1.99 -0.13
O -1.30 3.84 -3.36
O -1.80 1.45 0.79
H -0.57 -0.56 2.62
H 1.31 3.64 -0.94
H 3.30 0.89 -1.38
H -0.94 -4.81 0.63
H -1.40 2.99 -3.83
H -1.83 -1.50 2.01
C -0.11 -1.62 0.67
H 2.03 2.30 -1.10
H 2.38 -0.10 -0.73
H -0.77 3.40 -2.62
H 0.28 -0.62 0.52
H -0.45 -2.37 2.74
O 1.19 2.75 -1.29
O 2.89 0.69 -0.52
```



9.
Molecular formula: C5H10O
Method: DFT, ωB97M-V/def2-TZVPD

For the gap between HOMO and LUMO, the calculation gives 9.3 eV. The HOMO energy comes out at -0.3108 hartree. The LUMO energy is 0.866 eV. The calculation puts the energy above the lowest of the compared OMol25 structures with the same formula, charge and spin at 107.4 kcal per mole.

Geometry as XYZ:
```
16
C5H10O ωB97M-V/def2-TZVPD
H -0.10 -0.53 -2.51
H 1.13 1.57 -0.01
O -1.59 -0.87 -1.09
H 1.25 -0.25 -0.05
C -0.19 0.55 1.47
H 0.17 -1.90 -1.37
H -0.74 -0.39 1.55
H 1.62 -0.29 2.43
H -0.83 1.43 1.56
C -1.79 0.39 -0.86
C 0.97 0.63 0.52
H -1.02 0.95 -1.48
C 1.20 0.61 2.00
H 1.53 1.53 2.48
C -0.57 -1.37 -1.97
H -1.04 -2.06 -2.67
```



10.
Molecular formula: CH2N2O3P
Method: DFT, ωB97M-V/def2-TZVPD

Its charge is -1. For the gap between HOMO and LUMO (spin up / spin down), the calculation gives 7.9 / 8.0 eV. The HOMO energy (spin up / spin down) comes out at -0.1684 / -0.1685 hartree. The LUMO energy (spin up / spin down) is 3.334 / 3.415 eV. The calculation puts the energy above the lowest of the compared OMol25 structures with the same formula, charge and spin at 125.5 kcal per mole.

Geometry as XYZ:
```
9
CH2N2O3P ωB97M-V/def2-TZVPD
O -0.08 -1.40 -2.01
O -0.36 -0.57 1.18
N 1.25 2.37 -0.57
H -1.57 -0.68 -0.35
O 2.12 -1.01 0.74
N -1.63 -0.28 0.59
H -1.66 0.73 0.47
C 1.05 1.31 -0.17
P 0.90 -0.47 0.12
```



11.
Molecular formula: C3H4F3O6S3
Method: DFT, ωB97M-V/def2-TZVPD

Its charge is -1. For the gap between HOMO and LUMO, the calculation gives 9.4 eV. The HOMO energy comes out at -0.2280 hartree. The LUMO energy is 3.217 eV. The calculation puts the energy above the lowest of the compared OMol25 structures with the same formula, charge and spin at 0.0 kcal per mole.

Geometry as XYZ:
```
19
C3H4F3O6S3 ωB97M-V/def2-TZVPD
H 0.26 2.54 1.63
S 0.42 1.73 -0.68
O 0.29 0.22 3.15
O -1.61 0.78 -3.19
F 3.42 0.08 2.17
S -2.08 0.40 -1.91
F 2.73 -0.89 0.41
O -1.37 1.30 -0.85
O 1.18 0.64 -1.22
O -3.50 0.51 -1.63
S 0.65 0.18 1.73
O -0.21 -0.80 1.08
H -1.03 -1.25 -0.44
C 0.81 1.71 1.06
H -2.39 -1.89 -1.52
F 2.29 -1.81 2.32
C -1.50 -1.24 -1.54
H -0.74 -1.62 -2.25
C 2.38 -0.59 1.69
```



12.
Molecular formula: C3H6IN2S
Method: DFT, ωB97M-V/def2-TZVPD

Its charge is +1. For the gap between HOMO and LUMO, the calculation gives 8.7 eV. The HOMO energy comes out at -0.4901 hartree. The LUMO energy is -4.602 eV. The calculation puts the energy above the lowest of the compared OMol25 structures with the same formula, charge and spin at 0.0 kcal per mole.

Geometry as XYZ:
```
13
C3H6IN2S ωB97M-V/def2-TZVPD
H 1.73 1.56 -0.22
C 0.91 -0.36 -0.88
H 0.75 0.21 -1.72
H 1.98 0.31 0.95
H 1.69 -1.25 -1.02
S -2.47 -0.25 1.55
N -0.39 -0.74 -0.46
C 1.29 0.70 0.20
C -0.87 0.07 0.50
H -0.98 -1.31 -1.03
I -3.54 -1.85 0.25
H -0.19 1.92 0.99
N 0.08 1.00 0.88
```



The calculation returns the following E_tot values, one per record and in order: -11781.2907; -85819.9270; -71720.9868; -12486.0500; -11314.3835; -30472.5475; -5399.0159; -12570.2821; -7390.1084; -19477.8532; -56118.1672; -25116.9440 eV.
The calculation returns the following molecular weight values, one per record and in order: 123.11; 1031.61; 843.78; 141.19; 101.04; 360.50; 74.17; 120.14; 86.13; 121.01; 289.25; 229.07 g/mol.